Entry 1:
This record from the OMol25 dataset describes one molecule with the formula C8H7F3N2. The level of theory is wB97M-V/def2-TZVPD.

ORCA input file:
```
! RIJCOSX wB97M-V def2-TZVPD def2/J DEFGRID3
* xyz 0 1
C -0.6351 -2.9064 -0.9324
C -0.5718 -0.3946 -0.9299
C -0.1858 -1.6957 -0.5100
C 0.8374 -1.7170 0.7075
C 0.4470 -0.6986 1.7072
C 0.3827 0.7002 1.0283
C -0.2992 0.7340 -0.2100
C -0.4911 2.2600 -0.8828
N -1.0826 -3.9736 -1.2019
N 0.4014 2.9803 -1.8516
F -0.4695 3.1984 0.0946
F -1.7838 2.2050 -1.3228
F -0.1347 3.0377 -3.1022
H -1.2049 -0.2910 -1.9286
H 0.9138 -2.7892 1.1723
H 1.8449 -1.5683 0.3474
H -0.5794 -0.9068 2.2804
H 1.2129 -0.7147 2.5686
H 0.0124 1.4346 1.8903
H 1.3853 1.1054 1.0757
*
```

Calculated values
- highest occupied orbital energy (alpha / beta) (eV) = -8.65 / -10.73
- HOMO-LUMO gap (alpha / beta) (eV) = 7.090 / 8.879
- M (g/mol) = 188.2
- LUMO (alpha / beta) (hartree) = -0.0573 / -0.0680
- DFT total energy (eV) = -19535.6313
- energy above the lowest of the compared OMol25 structures with the same formula, charge and spin (kJ/mol) = 525.07

=====

Entry 2:
This record from the OMol25 dataset describes C15H16Cl5N3PtSSi as an isolated structure. The level of theory is wB97M-V/def2-TZVPD.

ORCA input file:
```
! RIJCOSX wB97M-V def2-TZVPD def2/J DEFGRID3
* xyz 0 1
Pt -0.5956 0.3419 -0.4014
N -0.7865 0.7068 2.1987
N -0.8130 2.0244 2.6351
C -0.7479 3.0823 1.7994
N -0.6615 4.2940 2.3884
S -0.7609 2.9960 0.1402
H -1.6288 0.1925 2.4543
H 0.0448 0.2132 2.5121
H -0.7660 2.2084 3.6343
H -0.7779 4.4244 3.3801
H -0.7300 5.0990 1.7906
C 2.5002 1.2595 -1.9361
Si 1.7250 0.1282 -0.5682
C 2.5108 0.7375 1.1063
C 2.3689 -1.6538 -0.8674
C 3.2782 -2.2540 -0.0047
C 3.7851 -3.5140 -0.2670
C 3.3824 -4.2000 -1.4001
C 2.4622 -3.6219 -2.2613
C 1.9604 -2.3624 -1.9928
H 3.5849 1.2189 -1.9002
H 2.1950 2.2898 -1.7885
H 2.1866 0.9624 -2.9297
H 3.5888 0.8280 1.0275
H 2.2957 0.0459 1.9137
H 2.1137 1.7106 1.3787
H 3.6050 -1.7273 0.8809
H 4.4952 -3.9610 0.4147
H 3.7840 -5.1822 -1.6115
H 2.1349 -4.1582 -3.1408
H 1.2377 -1.9135 -2.6637
Cl -2.1910 1.2625 -2.6721
C -3.2254 0.5234 -1.5074
C -2.5812 -0.2151 -0.5149
C -3.4003 -0.8308 0.4211
Cl -2.6643 -1.8306 1.6242
C -4.7825 -0.6667 0.4306
Cl -5.7549 -1.3880 1.6541
C -5.3816 0.1248 -0.5471
Cl -7.0775 0.3793 -0.5320
C -4.5981 0.7140 -1.5405
Cl -5.3148 1.7121 -2.7396
*
```

Calculated values
- highest occupied orbital energy (alpha / beta) (eV) = -7.37 / -7.37
- HOMO-LUMO gap (alpha / beta) (eV) = 5.999 / 5.992
- M (g/mol) = 670.8
- LUMO (alpha / beta) (hartree) = -0.0503 / -0.0507
- DFT total energy (eV) = -104855.1280
- energy above the lowest of the compared OMol25 structures with the same formula, charge and spin (kJ/mol) = 73.29

=====

Entry 3:
This record from the OMol25 dataset describes one molecule with the formula CH2IN. The level of theory is wB97M-V/def2-TZVPD.

ORCA input file:
```
! RIJCOSX wB97M-V def2-TZVPD def2/J DEFGRID3
* xyz 0 1
H -1.0438 -0.7856 -1.3451
N -0.1164 -0.6901 -0.8003
C 0.0087 0.2062 0.2266
I 1.9480 0.5736 0.9883
H -0.7966 0.6959 0.9305
*
```

Calculated values
- highest occupied orbital energy (eV) = -9.69
- SMILES = [H]/N=C/I
- HOMO-LUMO gap (eV) = 10.047
- M (g/mol) = 154.9
- LUMO (hartree) = 0.0130
- DFT total energy (eV) = -10658.4841
- energy above the lowest of the compared OMol25 structures with the same formula, charge and spin (kJ/mol) = 65.85

=====

Entry 4:
This record from the OMol25 dataset describes C5H6O as an isolated structure. The level of theory is wB97M-V/def2-TZVPD.

ORCA input file:
```
! RIJCOSX wB97M-V def2-TZVPD def2/J DEFGRID3
* xyz 0 1
O -1.3040 1.4836 0.0342
C -0.9398 0.1764 0.3684
C -0.2441 -0.6110 -0.7465
C 0.3845 -0.0157 1.0563
C 1.5658 0.6677 0.6621
C 1.2527 -0.0710 -0.4685
H -0.4957 2.0135 0.0050
H -1.7845 -0.2880 0.8860
H -0.4696 -0.2936 -1.7553
H -0.4163 -1.6933 -0.6148
H 0.4403 -0.8856 1.7118
H 2.0107 -0.4830 -1.1388
*
```

Calculated values
- highest occupied orbital energy (eV) = -8.70
- HOMO-LUMO gap (eV) = 9.101
- M (g/mol) = 82.1
- LUMO (hartree) = 0.0148
- DFT total energy (eV) = -7324.1268
- energy above the lowest of the compared OMol25 structures with the same formula, charge and spin (kJ/mol) = 497.65